ORCA calculation (the ωB97M-V functional and the def2-TZVPD basis) on C5H12N2O2 as an isolated structure at a distorted geometry.

Each line ends with the natural charge from an NBO analysis.
Cartesian coordinates (Å):
C -2.714 0.126 -0.829  -0.26
N -0.433 1.314 0.848  -0.66
O -2.311 0.113 0.508  -0.71
H -0.604 1.428 1.839  0.41
H -0.943 1.882 0.184  0.40
H -2.917 1.145 -1.189  0.15
H -3.637 -0.463 -0.916  0.18
H -1.982 -0.346 -1.499  0.15
C 1.183 1.062 -0.936  -0.67
C 2.041 -1.796 0.500  -0.71
C 0.843 0.776 0.536  0.47
C 0.683 -1.224 0.602  0.40
N -0.437 -1.658 0.707  -0.44
O 1.738 0.983 1.411  -0.62
H -1.414 -0.923 0.661  0.45
H 0.448 0.578 -1.583  0.21
H 2.167 0.670 -1.168  0.23
H 1.164 2.139 -1.107  0.23
H 2.296 -1.983 -0.544  0.25
H 2.754 -1.087 0.923  0.28
H 2.074 -2.735 1.050  0.26

Properties
LUMO (alpha / beta)	-0.0607 / -0.0462	hartree
HOMO level (alpha / beta)	-7.5988 / -8.5927	eV
HOMO-LUMO gap (alpha / beta)	5.95 / 7.34	eV


ORCA calculation (the ωB97M-V functional and the def2-TZVPD basis) on C38H50N5O3Os as an isolated structure at a distorted geometry.

Each line ends with the Löwdin charge.
Cartesian coordinates (Å):
Os -1.463 0.323 -0.039  1.46
C 1.650 0.670 -3.795  -0.04
C 1.428 -0.439 -2.764  -0.31
C 2.553 -1.471 -2.842  -0.03
C 1.675 1.328 -0.858  0.01
C 3.128 1.661 -1.109  -0.22
C 3.599 2.826 -0.291  0.06
C 2.827 3.476 0.598  0.01
C 1.449 3.186 0.759  -0.04
C 0.662 3.909 1.813  -0.35
C 0.632 5.420 1.557  -0.03
C 1.256 3.609 3.197  -0.03
C 0.890 2.183 -0.049  -0.14
N -0.498 2.055 -0.122  -0.10
C -1.235 3.157 -0.470  -0.43
O -0.796 4.223 -0.855  0.11
C -2.709 2.850 -0.404  -0.15
C -3.736 3.745 -0.675  0.04
C -5.049 3.285 -0.629  0.00
C -5.305 1.960 -0.301  0.05
C -4.228 1.127 -0.042  -0.14
N -2.970 1.575 -0.092  -0.05
C -4.295 -0.328 0.334  -0.46
O -5.304 -0.878 0.727  0.13
N -3.064 -0.893 0.194  -0.10
C -2.866 -2.201 0.662  -0.20
C -2.989 -3.318 -0.185  -0.14
C -2.783 -4.573 0.373  -0.03
C -2.478 -4.732 1.713  -0.06
C -2.380 -3.627 2.541  -0.04
C -2.559 -2.352 2.033  -0.16
C -2.416 -1.141 2.928  -0.39
C -0.951 -0.972 3.357  -0.07
C -3.363 -1.213 4.125  -0.05
C -3.389 -3.246 -1.643  -0.35
C -4.877 -2.903 -1.796  -0.04
C -2.520 -2.317 -2.493  -0.07
H 1.335 0.316 -4.772  0.09
H 2.699 0.945 -3.874  0.07
H 1.073 1.559 -3.554  0.09
H 0.501 -0.961 -3.036  0.14
H 3.510 -0.997 -2.661  0.05
H 2.564 -1.918 -3.834  0.10
H 2.404 -2.268 -2.119  0.07
H 3.254 1.933 -2.170  0.16
H 4.633 3.103 -0.434  0.13
H 3.254 4.282 1.177  0.13
H -0.371 3.546 1.809  0.13
H 1.625 5.854 1.628  0.08
H -0.002 5.907 2.294  0.09
H 0.231 5.627 0.567  0.07
H 2.299 3.910 3.248  0.08
H 1.194 2.547 3.424  0.09
H 0.706 4.160 3.956  0.09
H -3.494 4.767 -0.926  0.13
H -5.865 3.950 -0.864  0.12
H -6.300 1.547 -0.247  0.13
H -2.873 -5.449 -0.252  0.12
H -2.317 -5.720 2.116  0.11
H -2.166 -3.764 3.589  0.11
H -2.681 -0.232 2.360  0.09
H -0.565 -1.885 3.806  0.08
H -0.863 -0.169 4.086  0.08
H -0.337 -0.715 2.484  0.04
H -3.081 -2.007 4.809  0.08
H -4.379 -1.395 3.781  0.09
H -3.350 -0.270 4.669  0.08
H -3.256 -4.257 -2.045  0.13
H -5.064 -1.849 -1.617  0.06
H -5.477 -3.479 -1.097  0.09
H -5.202 -3.144 -2.806  0.08
H -2.475 -1.303 -2.078  0.04
H -2.935 -2.250 -3.496  0.08
H -1.509 -2.711 -2.559  0.07
C 0.418 -2.815 -0.076  -0.05
O 0.001 -1.872 -1.044  -0.24
H -0.119 -2.686 0.868  0.08
H 1.494 -2.741 0.101  0.08
H 0.168 -3.782 -0.508  0.11
N 0.265 -0.547 -0.616  -0.09
C 1.135 0.116 -1.381  -0.18
N 3.988 0.492 -0.912  -0.14
C 5.316 0.597 -1.479  -0.18
C 5.946 -0.794 -1.666  -0.16
C 5.459 -1.766 -0.585  -0.18
C 5.142 -0.991 0.689  -0.16
C 3.954 -0.063 0.432  -0.16
H 5.969 1.202 -0.832  0.12
H 5.245 1.105 -2.445  0.13
H 7.029 -0.680 -1.612  0.12
H 5.711 -1.189 -2.657  0.11
H 6.220 -2.522 -0.397  0.12
H 4.552 -2.273 -0.919  0.10
H 6.021 -0.418 0.991  0.12
H 4.899 -1.668 1.508  0.12
H 3.931 0.740 1.184  0.12
H 3.019 -0.628 0.530  0.11

Properties
LUMO (alpha / beta)	-0.1971 / -0.1980	hartree
HOMO level (alpha / beta)	-10.2433 / -10.2570	eV
charge	+1
HOMO-LUMO gap (alpha / beta)	4.88 / 4.87	eV


ORCA calculation (the ωB97M-V functional and the def2-TZVPD basis) on C17H24Br42O3PS as an isolated structure at a distorted geometry.

Each line ends with the Löwdin charge.
Cartesian coordinates (Å):
C 0.626 -1.512 -0.203  -0.15
C 0.706 -2.064 -1.730  -0.27
O -0.321 -3.074 -1.982  -0.38
P 0.241 -4.634 -1.731  0.81
C 1.268 -4.850 -0.157  -0.40
S 3.057 -5.220 -0.574  0.69
O 3.815 -5.538 0.688  -0.42
O 3.721 -4.037 -1.242  -0.41
H 0.130 -0.498 -0.161  -0.01
H 1.682 -1.545 0.210  0.03
H -0.049 -2.254 0.363  0.07
H 0.433 -1.157 -2.381  0.07
H 1.759 -2.361 -2.038  0.12
H 0.958 -5.172 -2.862  0.03
H -0.923 -5.477 -1.588  -0.04
H 0.886 -5.799 0.365  0.07
H 1.177 -4.012 0.603  0.10
H 3.158 -6.344 -1.409  0.05
C -3.514 0.518 0.195  -1.54
Br -2.557 1.243 1.714  0.52
Br -4.154 1.913 -0.990  0.58
Br -2.452 -0.801 -0.748  0.60
H -4.391 0.005 0.584  -0.07
C 0.914 2.026 3.595  -1.61
Br 2.149 3.176 4.547  0.59
Br 1.841 0.670 2.562  0.56
Br -0.407 1.248 4.782  0.53
H 0.376 2.653 2.886  -0.09
C 1.169 2.426 -3.456  -1.59
Br 2.393 3.575 -2.490  0.60
Br 2.100 1.063 -4.471  0.55
Br -0.162 1.648 -2.284  0.56
H 0.641 3.053 -4.172  -0.13
C -5.587 -3.441 -1.998  -1.55
Br -6.095 -3.527 -3.865  0.59
Br -3.821 -4.191 -1.696  0.54
Br -5.737 -1.643 -1.286  0.56
H -6.293 -4.060 -1.448  -0.02
C -2.176 5.467 1.549  -1.58
Br -0.830 4.342 0.721  0.54
Br -3.855 5.416 0.582  0.56
Br -2.412 5.038 3.426  0.57
H -1.811 6.490 1.499  -0.02
C -4.932 -0.206 5.005  -1.58
Br -3.965 0.522 6.519  0.53
Br -5.578 1.192 3.828  0.56
Br -3.884 -1.530 4.049  0.54
H -5.807 -0.719 5.401  -0.02
C 6.034 -2.367 -0.093  -1.59
Br 7.658 -1.418 -0.565  0.56
Br 6.392 -3.875 1.072  0.63
Br 4.698 -1.177 0.658  0.56
H 5.619 -2.769 -1.015  -0.05
C -3.995 1.579 10.604  -1.59
Br -5.590 2.681 10.555  0.59
Br -2.736 2.067 9.212  0.51
Br -3.168 1.585 12.357  0.58
H -4.309 0.556 10.404  -0.03
C 8.789 2.649 -1.168  -1.59
Br 10.087 1.207 -1.190  0.55
Br 8.166 3.081 -2.951  0.54
Br 7.317 2.273 0.036  0.54
H 9.297 3.530 -0.783  -0.03
C 1.096 -8.947 -1.906  -1.50
Br -0.146 -10.170 -2.745  0.66
Br 2.827 -8.956 -2.777  0.65
Br 0.360 -7.145 -1.793  0.75
H 1.248 -9.293 -0.885  -0.01
C -1.570 4.845 -6.355  -1.61
Br -2.222 4.743 -4.532  0.55
Br -1.221 6.674 -6.892  0.60
Br -0.027 3.705 -6.638  0.61
H -2.363 4.470 -6.998  -0.06
C 7.497 1.405 -6.998  -1.61
Br 9.100 0.947 -6.012  0.55
Br 5.931 1.299 -5.861  0.52
Br 7.645 3.128 -7.874  0.57
H 7.378 0.659 -7.781  -0.03
C -3.426 0.810 -4.698  -1.58
Br -2.045 -0.496 -5.083  0.55
Br -3.730 2.000 -6.197  0.60
Br -5.067 -0.034 -4.105  0.53
H -3.064 1.423 -3.873  -0.08
C -5.224 6.189 8.924  -1.63
Br -3.947 7.442 9.669  0.57
Br -6.820 7.083 8.282  0.57
Br -4.424 5.075 7.554  0.52
H -5.531 5.529 9.731  -0.08

Properties
LUMO	-0.1681	hartree
HOMO level	-11.2408	eV
charge	+1
HOMO-LUMO gap	6.67	eV


ORCA calculation (the ωB97M-V functional and the def2-TZVPD basis) on a 2-piece molecular cluster, C2H8N3O2 overall at a distorted geometry.

Each line ends with the natural charge from an NBO analysis.
Cartesian coordinates (Å):
C 1.255 -0.949 0.788  -0.41
C 1.083 1.042 -0.628  -0.47
N 0.468 0.144 0.308  -0.09
N -1.777 0.612 0.457  0.21
N -0.800 -0.161 0.168  0.06
O -2.868 0.719 -0.048  -0.23
O -1.583 -1.325 -1.094  -0.36
H 2.030 -0.665 1.425  0.25
H 0.590 -1.665 1.085  0.23
H 1.755 -1.330 -0.048  0.22
H 2.127 1.231 -0.464  0.26
H 1.228 0.505 -1.644  0.25
H 0.613 2.024 -0.691  0.24
H -1.569 1.338 1.209  0.39
H -2.553 -1.522 -0.822  0.46

Properties
LUMO (alpha / beta)	-0.2080 / -0.2859	hartree
spin multiplicity	3
HOMO level (alpha / beta)	-13.6158 / -15.0525	eV
charge	+1
HOMO-LUMO gap (alpha / beta)	7.95 / 7.27	eV


ORCA calculation (the ωB97M-V functional and the def2-TZVPD basis) on a 2-piece molecular cluster, C3H10FN2 overall at a distorted geometry.

Each line ends with the natural charge from an NBO analysis.
Cartesian coordinates (Å):
C -0.571 0.683 -1.680  -0.75
C 0.083 -1.203 -0.017  -0.36
C -0.618 0.066 -0.350  0.82
N 0.735 1.363 0.826  -0.94
N 0.304 -1.366 1.404  -0.84
F -1.675 0.337 0.370  -0.28
H -1.030 1.672 -1.665  0.27
H -1.150 0.073 -2.382  0.29
H 0.446 0.738 -2.063  0.27
H 1.046 -1.239 -0.534  0.25
H -0.552 -1.999 -0.459  0.25
H 0.162 2.116 1.183  0.41
H 1.529 1.696 0.297  0.40
H -0.565 -1.448 1.924  0.39
H 0.989 0.700 1.552  0.43
H 0.866 -2.187 1.595  0.40

Properties
LUMO	-0.1720	hartree
HOMO level	-14.4993	eV
charge	+1
HOMO-LUMO gap	9.82	eV


ORCA calculation (the ωB97M-V functional and the def2-TZVPD basis) on a 11-piece molecular cluster, C14H45F3O12 overall at a distorted geometry.

Each line ends with the Löwdin charge.
Cartesian coordinates (Å):
C -4.168 -2.624 2.325  -0.06
C -3.460 -3.528 1.376  -0.21
O -2.155 -3.893 1.845  0.02
C -1.179 -2.960 1.801  -0.36
O -1.317 -1.893 1.288  0.16
C 0.073 -3.525 2.481  -0.55
F 0.072 -4.871 2.425  0.17
F 1.130 -3.053 1.874  0.19
F 0.114 -3.126 3.766  0.17
H -4.407 -3.187 3.272  0.10
H -5.113 -2.196 1.973  0.09
H -3.556 -1.765 2.611  0.06
H -3.366 -3.155 0.366  0.12
H -4.018 -4.445 1.316  0.12
C 4.051 -1.428 1.553  -0.09
O 3.492 -1.876 0.286  -0.15
H 4.325 -0.403 1.411  0.08
H 3.311 -1.544 2.322  0.06
H 4.825 -2.096 1.903  0.08
H 4.138 -1.722 -0.417  0.10
C 2.908 2.444 -3.302  -0.12
O 1.553 2.859 -3.077  -0.16
H 3.432 3.351 -3.573  0.07
H 3.380 2.059 -2.404  0.07
H 3.006 1.696 -4.118  0.09
H 1.200 2.187 -2.466  0.03
C -3.220 1.358 1.280  -0.14
O -4.615 1.727 1.254  -0.14
H -2.976 0.974 0.293  0.08
H -2.617 2.243 1.517  0.07
H -3.079 0.533 1.992  0.05
H -4.767 2.447 1.882  0.07
C -0.986 4.030 -1.019  -0.14
O -1.014 3.773 0.375  -0.15
H -0.967 3.105 -1.594  0.06
H -1.880 4.599 -1.232  0.08
H -0.059 4.549 -1.315  0.08
H -0.107 3.599 0.672  0.03
C 1.263 5.426 1.972  -0.14
O 1.434 4.016 1.992  -0.14
H 1.178 5.916 2.930  0.08
H 2.149 5.888 1.514  0.08
H 0.420 5.654 1.366  0.06
H 1.674 3.790 2.915  0.10
C -0.472 1.039 -4.977  -0.17
O 0.054 2.340 -5.245  -0.13
H -1.458 0.999 -4.469  0.08
H -0.605 0.553 -5.958  0.08
H 0.184 0.338 -4.460  0.06
H 0.420 2.716 -4.439  0.02
C 1.958 -4.661 -1.220  -0.16
O 1.639 -3.323 -1.164  -0.13
H 3.020 -4.878 -1.221  0.08
H 1.516 -5.357 -0.465  0.09
H 1.458 -4.992 -2.143  0.09
H 2.002 -2.923 -0.373  0.04
C 0.787 0.477 -0.129  -0.10
O 0.628 0.711 -1.534  -0.13
H 1.618 -0.103 0.173  0.06
H 0.900 1.481 0.272  0.07
H -0.152 0.075 0.267  0.07
H 0.398 -0.114 -1.961  0.03
C 0.581 0.508 2.906  -0.13
O 0.516 0.701 4.330  -0.12
H 1.031 1.409 2.550  0.06
H 1.109 -0.393 2.718  0.05
H -0.427 0.431 2.489  0.07
H 0.077 -0.038 4.771  0.07
C -1.497 -1.938 -2.437  -0.11
O -0.090 -1.743 -2.574  -0.13
H -1.869 -2.749 -3.063  0.08
H -1.849 -2.103 -1.437  0.05
H -1.988 -1.041 -2.819  0.08
H 0.407 -2.357 -2.018  0.04

Properties
LUMO	0.0118	hartree
HOMO level	-9.2714	eV
structure (SMILES)	CCOC(=O)C(F)(F)F.CO.CO.CO.CO.CO.CO.CO.CO.CO.CO
HOMO-LUMO gap	9.59	eV


Number 1: calculated total energy -12449.985 eV. Number 2: calculated total energy -56269.043 eV. Number 3: calculated total energy -2986053.618 eV. Number 4: calculated total energy -10752.514 eV. Number 5: calculated total energy -8963.571 eV. Number 6: calculated total energy -47966.344 eV.